Molecular formula: C16H38N2
Method: DFT, ωB97M-V/def2-TZVPD

Geometry (Å):
1 C 2.657 -2.441 5.084
2 N 2.329 -3.789 4.587
3 C 1.032 -4.215 5.143
4 H 0.253 -3.500 4.889
5 H 0.757 -5.192 4.751
6 H 1.096 -4.281 6.228
7 C 3.372 -4.730 5.043
8 H 3.420 -4.740 6.131
9 H 3.150 -5.739 4.698
10 H 4.345 -4.436 4.656
11 C 2.304 -3.815 3.092
12 C 1.296 -2.897 2.402
13 H 0.278 -3.127 2.717
14 H 1.504 -1.851 2.623
15 C 1.388 -3.111 0.886
16 H 2.380 -2.818 0.536
17 C 0.329 -2.343 0.094
18 H 0.352 -2.716 -0.931
19 H -0.661 -2.563 0.498
20 C 0.544 -0.829 0.057
21 C -0.371 -0.174 -0.978
22 C -0.170 1.339 -1.062
23 C -0.994 1.956 -2.196
24 H -2.041 1.694 -2.030
25 H -0.671 1.510 -3.139
26 C -0.805 3.475 -2.247
27 C -1.126 4.174 -3.571
28 H -0.582 3.676 -4.376
29 H -0.748 5.196 -3.492
30 N -2.558 4.281 -4.003
31 C -3.046 3.008 -4.564
32 H -2.998 2.219 -3.820
33 H -2.442 2.720 -5.422
34 H -4.079 3.118 -4.890
35 C -3.425 4.689 -2.884
36 H -3.490 3.897 -2.143
37 H -3.033 5.589 -2.413
38 H -4.429 4.900 -3.251
39 C -2.635 5.310 -5.061
40 H -2.370 6.288 -4.664
41 H -1.953 5.067 -5.875
42 H -3.646 5.362 -5.461
43 H -1.336 3.944 -1.419
44 H 0.257 3.676 -2.085
45 H -0.454 1.799 -0.113
46 H 0.887 1.551 -1.231
47 H -1.411 -0.392 -0.728
48 H -0.166 -0.615 -1.956
49 H 1.583 -0.619 -0.204
50 H 0.348 -0.392 1.038
51 H 1.264 -4.175 0.675
52 H 2.099 -4.845 2.789
53 H 3.306 -3.557 2.742
54 H 1.869 -1.738 4.827
55 H 3.595 -2.098 4.649
56 H 2.762 -2.459 6.167

## Properties
Spin multiplicity = 1
HOMO level = -15.67 eV
Kohn-Sham gap = 11.81 eV
Relative energy (zero: lowest compared OMol25 entry of this formula, charge and spin) = 0.1 kcal per mole
Charge = +2

natural (NBO) atomic charge list, values in e, 2 entries: -0.4182, -0.2028



Molecular formula: C3H6ClO3
Method: DFT, ωB97M-V/def2-TZVPD

Geometry (Å):
1 Cl 2.397 -0.370 -3.675
2 C -1.316 1.638 0.269
3 O -0.524 0.503 0.072
4 C -0.893 -0.681 0.705
5 O -1.991 -0.965 1.228
6 O 0.090 -1.567 0.561
7 C 1.444 -1.243 0.095
8 H -2.343 1.506 0.612
9 H -1.338 2.178 -0.677
10 H -0.957 2.401 0.959
11 H 1.959 -0.510 0.716
12 H 1.439 -0.732 -0.868
13 H 2.032 -2.156 0.005

## Properties
Spin multiplicity = 1
HOMO level = -3.78 eV
Kohn-Sham gap = 6.93 eV
Relative energy (zero: lowest compared OMol25 entry of this formula, charge and spin) = 0.0 kcal per mole
Charge = -1

natural (NBO) atomic charge list, values in e, 2 entries: -0.9940, -0.2616



Molecular formula: C4H14NO2
Method: DFT, ωB97M-V/def2-TZVPD

Geometry (Å):
1 C 0.617 -1.057 0.380
2 C 1.741 -0.020 0.235
3 C 2.118 0.160 -1.225
4 C 2.181 1.331 -1.856
5 N -0.674 -0.511 -0.233
6 H 0.409 -1.400 1.389
7 H 0.941 -1.816 -0.321
8 H 2.600 -0.431 0.777
9 H 1.378 0.944 0.615
10 H 2.477 -0.786 -1.633
11 H 2.501 1.275 -2.886
12 H 2.041 2.278 -1.359
13 H -0.537 -0.355 -1.227
14 H -0.711 0.382 0.276
15 H -1.575 -1.102 0.078
16 H -3.592 -1.895 0.642
17 H -3.612 -0.675 -0.355
18 O -3.045 -1.255 0.177
19 H -0.977 1.751 2.313
20 H -2.514 1.872 2.231
21 O -1.767 1.312 1.982

## Properties
Spin multiplicity = 1
HOMO level = -13.48 eV
Kohn-Sham gap = 10.53 eV
Relative energy (zero: lowest compared OMol25 entry of this formula, charge and spin) = 33.7 kcal per mole
Charge = +1

natural (NBO) atomic charge list, values in e, 2 entries: -0.2135, -0.4560



Molecular formula: C2H3NOS2
Method: DFT, ωB97M-V/def2-TZVPD

Geometry (Å):
1 C 0.199 -0.370 -0.341
2 C -0.098 -0.499 1.136
3 N -0.078 0.907 -0.995
4 O -1.208 1.311 -0.988
5 S -1.116 -1.768 0.339
6 S 1.188 1.765 -1.980
7 H 1.275 -0.838 -0.479
8 H 0.699 -0.711 1.813
9 H -0.861 0.204 1.493

## Properties
Spin multiplicity = 1
HOMO level (spin up / spin down) = -9.31 / -9.31 eV
Kohn-Sham gap (spin up / spin down) = 7.49 / 7.48 eV
Relative energy (zero: lowest compared OMol25 entry of this formula, charge and spin) = 111.2 kcal per mole

natural (NBO) atomic charge list, values in e, 2 entries: -0.1446, -0.5177



Molecular formula: C6H8
Method: DFT, ωB97M-V/def2-TZVPD

Geometry (Å):
1 H 3.126 0.908 0.573
2 H 2.806 1.589 0.723
3 C 0.070 -1.051 -1.066
4 C -0.041 -1.476 0.259
5 C -0.384 0.216 -1.433
6 C -0.605 -0.633 1.217
7 C -0.948 1.059 -0.475
8 C -1.059 0.635 0.850
9 H 0.514 -1.715 -1.820
10 H 0.316 -2.473 0.547
11 H -0.297 0.550 -2.475
12 H -0.692 -0.966 2.259
13 H -1.305 2.057 -0.763
14 H -1.503 1.299 1.604

## Properties
Spin multiplicity = 1
HOMO level = -9.40 eV
Kohn-Sham gap = 10.63 eV
Relative energy (zero: lowest compared OMol25 entry of this formula, charge and spin) = 0.0 kcal per mole

natural (NBO) atomic charge list, values in e, 2 entries: -0.0002, -0.0002



Molecular formula: C44H54HfI2N7O2Te
Method: DFT, ωB97M-V/def2-TZVPD

Geometry (Å):
1 Hf -0.998 -1.770 0.924
2 C -3.868 -2.048 2.511
3 C -3.290 -0.771 3.106
4 N -2.140 -0.253 2.320
5 C -2.449 0.877 1.427
6 C -3.215 0.370 0.240
7 C -4.247 1.193 -0.334
8 C -5.053 0.663 -1.270
9 C -4.814 -0.660 -1.820
10 C -3.638 -1.434 -1.239
11 C -2.510 -3.565 -1.428
12 N -1.606 -3.761 -0.266
13 C -2.064 -4.780 0.709
14 C -3.179 -4.234 1.584
15 N -2.759 -2.933 2.137
16 N -2.936 -0.830 -0.141
17 H -4.455 -1.849 1.615
18 H -4.530 -2.513 3.247
19 H -2.923 -0.984 4.111
20 H -4.065 -0.007 3.205
21 H -1.403 0.047 2.950
22 H -1.502 1.313 1.083
23 H -3.001 1.666 1.944
24 H -4.429 2.171 0.090
25 H -5.935 1.197 -1.604
26 H -5.697 -1.202 -2.124
27 H -1.933 -3.016 -2.179
28 H -2.780 -4.539 -1.841
29 H -0.733 -4.105 -0.662
30 H -1.204 -5.036 1.332
31 H -2.388 -5.690 0.196
32 H -3.406 -4.949 2.378
33 H -4.086 -4.080 1.009
34 H -2.193 -3.114 2.964
35 I 2.876 -1.581 -6.099
36 C 1.874 -1.369 -4.283
37 C 2.112 -2.264 -3.252
38 C 1.428 -2.111 -2.058
39 I 1.877 -3.347 -0.424
40 C 0.492 -1.090 -1.866
41 O -0.161 -0.967 -0.710
42 C 0.303 -0.148 -2.896
43 C -0.500 1.107 -2.662
44 N -1.878 0.913 -2.235
45 C -2.720 0.236 -3.203
46 C -3.573 -0.924 -2.685
47 C -3.811 -1.933 -3.759
48 C -4.571 -3.039 -3.784
49 C -5.328 -3.614 -2.680
50 C -4.950 -3.495 -1.409
51 N -3.713 -2.861 -1.062
52 C 0.988 -0.316 -4.092
53 H 2.826 -3.067 -3.377
54 H -0.020 1.676 -1.870
55 H -0.427 1.713 -3.578
56 H -2.259 1.819 -2.003
57 H -3.394 0.931 -3.720
58 H -2.073 -0.181 -3.976
59 H -3.324 -1.677 -4.695
60 H -4.657 -3.548 -4.737
61 H -6.234 -4.163 -2.912
62 H -5.562 -3.871 -0.594
63 H 0.839 0.405 -4.886
64 C 1.983 -2.071 3.541
65 C 0.804 -1.791 2.659
66 O -0.098 -2.789 2.527
67 N 0.580 -0.720 1.999
68 Te 2.557 0.478 0.811
69 C 4.537 1.196 0.783
70 C 5.323 0.713 -0.278
71 C 4.843 -0.324 -1.264
72 C 6.595 1.243 -0.447
73 C 7.113 2.201 0.415
74 C 8.497 2.745 0.232
75 C 6.326 2.627 1.485
76 C 5.046 2.141 1.692
77 C 4.255 2.630 2.870
78 C 1.540 2.312 1.101
79 C 0.887 2.648 2.288
80 C 0.988 1.859 3.567
81 C 0.172 3.846 2.334
82 C 0.131 4.726 1.264
83 C -0.625 6.021 1.342
84 C 0.853 4.395 0.118
85 C 1.569 3.210 0.018
86 C 2.411 2.982 -1.212
87 H 2.904 -1.750 3.054
88 H 2.038 -3.127 3.791
89 H 1.889 -1.497 4.466
90 H 4.219 -1.097 -0.809
91 H 5.697 -0.824 -1.717
92 H 4.264 0.133 -2.073
93 H 7.205 0.885 -1.269
94 H 8.928 2.428 -0.716
95 H 9.151 2.398 1.034
96 H 8.493 3.835 0.264
97 H 6.731 3.354 2.181
98 H 4.913 3.095 3.602
99 H 3.731 1.811 3.366
100 H 3.513 3.373 2.569
101 H 1.495 0.905 3.443
102 H -0.004 1.663 3.986
103 H 1.525 2.449 4.313
104 H -0.331 4.113 3.259
105 H -1.030 6.187 2.339
106 H -1.454 6.032 0.631
107 H 0.022 6.862 1.093
108 H 0.877 5.091 -0.714
109 H 2.055 3.598 -2.037
110 H 2.401 1.941 -1.551
111 H 3.452 3.252 -1.017

## Properties
Spin multiplicity = 2
HOMO level (spin up / spin down) = -12.38 / -12.51 eV
Kohn-Sham gap (spin up / spin down) = 7.21 / 6.00 eV
Relative energy (zero: lowest compared OMol25 entry of this formula, charge and spin) = 50.0 kcal per mole
Charge = +2

Löwdin atomic charge list, values in e, 2 entries: 1.6416, -0.1767